No. 1
129
Properties=species:S:1:pos:R:3:forces:R:3:lowdin_charge:R:1 method="wB97M-V/def2-TZVPD" gap_ha=0.3065 homo_ev=-9.20
F -1.721638 -2.631997 -0.521228 0.3 4.2 -0.8 0.01
F 0.027655 -2.561284 4.950870 1.5 -3.1 -4.2 0.06
F 2.167467 -1.668262 2.146654 -4.7 0.9 -0.3 0.03
F -0.829625 1.078154 -0.607411 -0.7 -3.9 2.6 0.01
F 1.387118 0.486868 0.454207 -2.7 -4.0 0.4 0.02
F -1.828769 0.189270 1.365825 3.0 -1.4 -3.4 0.04
F -1.589464 -2.546100 2.413075 5.1 -0.5 -0.7 0.03
F 1.051374 -1.658807 -0.529102 -2.3 3.0 3.8 0.04
F -1.595131 -0.810368 -2.197537 -0.3 -1.7 4.3 -0.02
F -0.647238 -4.606422 3.927099 3.3 3.9 -0.3 0.02
F 1.667260 -4.050389 3.792302 -4.9 2.7 0.3 0.05
F 0.254708 -3.811616 1.307368 -1.4 4.0 3.3 0.04
F 0.474152 -0.303963 3.122105 0.3 -3.7 -4.0 0.05
O 5.848993 -6.881118 -3.659215 0.0 -0.3 0.2 -0.16
O -8.380804 0.949308 3.369227 0.2 0.1 0.1 -0.14
O 5.098858 2.399850 -1.806760 -0.1 -0.4 0.1 -0.13
O -8.313270 4.642909 6.718496 -0.3 0.3 0.4 -0.16
O -3.828479 2.890569 1.937235 -5.3 -2.9 -7.2 -0.04
O -1.747989 1.255373 -5.714445 0.3 0.1 0.1 -0.14
O -6.098903 -2.089345 -2.807356 -1.3 1.4 2.9 -0.01
O 2.755756 -2.601790 -4.556634 0.1 -0.1 0.3 -0.14
O -5.311231 1.215321 0.800293 2.2 3.3 -1.6 -0.12
O 9.384562 3.263215 0.015261 0.1 0.3 0.1 -0.15
O -7.920251 -0.520733 -2.816715 7.4 -3.2 4.3 -0.02
C -4.043381 0.474080 -1.360384 -1.3 -0.6 0.2 -0.09
C -6.565417 -0.405988 -0.642797 -0.6 0.8 0.4 -0.04
C 6.265938 1.846491 -1.183101 0.3 0.3 -0.2 -0.20
C 7.016073 -7.434476 -3.035557 0.3 0.3 -0.3 -0.20
C -9.286169 6.286711 8.117608 -0.2 0.6 -0.1 -0.18
C -4.554124 2.507920 0.872026 2.9 0.6 4.8 -0.12
C -5.498795 0.879469 -0.650425 0.3 -0.6 -0.6 -0.27
C 9.963252 5.516983 -0.422655 -0.3 0.5 -0.3 -0.18
C -6.348734 1.502376 4.451325 0.6 -0.1 -0.3 -0.17
C -7.357406 2.583202 4.743096 -0.1 0.3 0.5 -0.18
C -0.094727 -2.750348 2.324730 -1.2 -1.8 0.5 -0.06
C -1.910477 -1.184527 -0.768017 -2.4 0.0 -1.4 -0.17
C -1.060497 0.063210 -5.310300 -0.4 -0.2 0.2 -0.20
C 9.693909 4.168252 -1.053541 0.0 -0.4 -0.3 -0.21
C 6.561314 -8.645108 -2.250170 0.2 0.0 0.6 -0.18
C 10.523413 5.130242 0.921735 0.6 0.1 0.3 -0.18
C -7.230579 0.361512 3.992610 -0.2 -0.3 0.0 -0.21
C -9.814779 4.935723 8.525206 -0.1 -0.3 0.6 -0.18
C -9.498213 4.092007 7.309807 0.0 -0.2 -0.4 -0.21
C 0.494541 -0.730737 0.525391 2.8 1.9 -0.9 -0.06
C 3.464229 -3.778687 -2.628136 -0.3 -0.4 0.3 -0.17
C 0.308261 -3.443442 3.792966 -0.9 -2.5 1.6 -0.13
C 5.387045 -9.125552 -3.063190 -0.2 -0.5 -0.3 -0.18
C 2.482724 -2.755672 -3.157027 -0.3 0.4 -0.1 -0.22
C 5.811178 0.635860 -0.397715 0.2 0.0 0.6 -0.17
C 4.025703 1.456258 -1.683888 -0.3 0.4 -0.1 -0.20
C 4.775838 -7.824710 -3.536343 -0.3 0.4 -0.1 -0.21
C -3.546070 -0.901673 -0.610003 0.1 -0.9 -0.8 -0.07
C 0.455823 1.841007 -5.076973 0.2 0.4 0.4 -0.18
C 0.696936 -1.335704 2.040666 2.8 0.5 1.2 -0.07
C 4.656191 -3.565484 -3.525079 0.7 0.1 0.0 -0.17
C 4.001449 -3.248600 -4.851790 -0.1 -0.1 -0.4 -0.20
C 4.636910 0.155415 -1.210735 -0.2 -0.5 -0.3 -0.19
C -6.856329 -1.019067 -2.135438 -5.4 1.6 -3.5 -0.26
C -1.016266 -0.193175 0.188319 -0.8 2.2 -1.1 -0.09
C -8.052963 5.917609 7.322242 0.4 -0.1 -0.1 -0.20
C -8.389475 2.353641 3.660783 -0.1 0.1 -0.3 -0.20
C 9.714333 3.896984 1.258973 -0.3 -0.3 0.2 -0.21
C 0.420327 0.365554 -5.381129 0.3 -0.5 -0.3 -0.17
C -0.804070 2.334519 -5.754287 -0.3 0.2 -0.3 -0.21
H -7.597582 0.066004 -0.272684 2.2 -1.2 -1.1 0.15
H -5.969403 1.824704 -1.184243 0.8 -2.1 0.9 0.17
H -4.064028 -1.801620 -1.198778 1.4 1.9 1.3 0.13
H 5.471951 0.942646 0.598851 0.1 0.0 -0.1 0.12
H -1.350872 -0.767832 -5.958945 -0.1 0.1 0.0 0.12
H -7.579453 -0.237058 4.840764 0.1 -0.1 0.0 0.12
H 5.743591 -9.705253 -3.922782 -0.1 0.0 0.1 0.12
H 8.775769 4.162602 1.757548 0.1 0.0 0.1 0.12
H -5.724040 1.240524 5.309058 -0.1 0.0 -0.1 0.12
H 10.437220 5.916097 1.676376 0.0 -0.1 -0.1 0.12
H -8.125176 2.887198 2.741274 0.0 0.1 0.0 0.11
H 5.327578 -4.426376 -3.575923 -0.1 0.1 0.0 0.10
H 10.636749 6.139316 -1.017312 -0.1 -0.1 0.0 0.12
H 11.582792 4.866096 0.820349 -0.1 0.0 0.1 0.12
H 3.513762 1.353730 -2.645068 0.1 0.1 0.0 0.12
H 4.263896 -7.927238 -4.497523 0.1 0.1 0.1 0.12
H -9.330879 3.040860 7.560366 0.1 0.1 -0.1 0.12
H 6.966437 1.564147 -1.976585 0.1 0.0 0.1 0.12
H 3.778318 -4.162987 -5.412272 0.1 0.0 0.0 0.12
H 7.716571 -7.716820 -3.829041 0.1 0.0 0.1 0.12
H 7.490432 -6.678223 -2.404086 -0.1 0.0 -0.1 0.12
H -5.840640 -2.825922 -2.165333 -0.5 1.7 -0.9 0.13
H 9.021199 6.061733 -0.289003 0.1 0.0 -0.1 0.12
H -7.178834 5.807037 7.972654 0.0 0.1 0.0 0.12
H 6.222086 -8.338322 -1.253604 0.1 0.0 -0.1 0.12
H 6.597543 -0.113352 -0.276095 -0.1 0.1 0.0 0.12
H -0.620347 2.579122 -6.805848 0.1 0.1 0.0 0.12
H -10.013079 6.788782 7.468297 0.1 0.0 0.1 0.12
H 1.012522 -0.239981 -4.690395 -0.1 0.0 -0.1 0.11
H -4.615539 3.165689 -0.121857 0.0 -1.5 2.2 0.17
H 1.441963 -3.061457 -3.016402 0.0 0.1 -0.1 0.12
H 7.347677 -9.394320 -2.128550 -0.1 0.1 0.0 0.12
H -6.938000 3.592287 4.725014 -0.1 -0.2 0.1 0.12
H -5.691960 1.819390 3.632650 0.0 -0.1 0.1 0.09
H 4.065493 -7.429214 -2.802614 -0.1 -0.1 0.0 0.11
H 10.261844 3.196808 1.895901 -0.1 0.0 -0.1 0.12
H 1.357913 2.342640 -5.436297 -0.1 0.0 0.0 0.12
H 3.065778 -4.789498 -2.775024 0.0 0.1 0.1 0.11
H 2.628144 -1.781108 -2.679071 0.0 0.0 0.1 0.10
H 4.993457 -0.424285 -2.070327 -0.1 0.0 0.1 0.11
H -3.270059 1.357030 -1.328219 -1.6 -1.8 0.0 0.13
H 4.616225 -2.596505 -5.478298 -0.2 0.0 0.0 0.12
H -9.393550 2.660711 3.966121 0.0 -0.1 -0.1 0.12
H 10.581516 3.786022 -1.568727 0.0 0.1 -0.1 0.12
H 0.790023 0.187210 -6.397916 0.0 0.0 0.1 0.12
H -1.228653 3.213431 -5.260621 -0.1 -0.1 -0.1 0.12
H -9.068135 6.946554 8.961161 0.0 -0.1 -0.1 0.12
H 5.232793 -2.700320 -3.176711 0.0 -0.1 0.0 0.11
H 4.686027 -9.746116 -2.499286 0.1 0.1 -0.1 0.12
H -7.819559 6.651915 6.545854 0.0 -0.2 0.0 0.12
H -6.280866 -1.210285 0.172576 -0.2 1.6 -1.9 0.13
H 6.740297 2.602744 -0.551630 0.0 0.0 -0.1 0.11
H 8.862944 4.196356 -1.764295 0.0 -0.1 0.1 0.12
H -10.878180 4.937673 8.777509 0.1 0.0 0.0 0.12
H -4.322604 0.189826 -2.485172 0.9 0.8 2.4 0.15
H 3.315359 1.851753 -0.950158 -0.1 -0.1 0.0 0.11
H 0.384044 1.998207 -3.994285 0.0 0.0 -0.1 0.11
H 3.935892 -0.465149 -0.646830 0.0 0.1 -0.1 0.10
H -9.256504 4.565174 9.393170 -0.1 0.0 -0.1 0.12
H -6.725050 -0.299983 3.283156 -0.1 0.0 0.0 0.11
H 3.684540 -3.649026 -1.565514 -0.1 0.0 -0.1 0.12
H -10.300665 4.150755 6.566402 -0.1 -0.1 0.1 0.12
H -7.806352 2.415446 5.729323 0.1 0.1 -0.2 0.10
H -1.369188 -0.169013 -4.285207 0.1 -0.1 -0.2 0.09
H -3.923172 -1.001672 0.501745 1.2 0.5 -2.2 0.14



No. 2
8
Properties=species:S:1:pos:R:3:forces:R:3:lowdin_charge:R:1 method="wB97M-V/def2-TZVPD" total_charge=+1 e_above_lowest_kcal_mol=0.0 gap_ha=0.3014 homo_ev=-16.41
Cl 1.231259 -2.656298 0.456806 0.1 -0.5 0.1 0.99
Cl 3.383155 1.818709 -1.179533 0.1 0.0 0.0 1.04
N 2.576085 -0.546943 -0.392403 0.7 -1.0 0.1 0.08
N 0.942057 1.093527 -0.520164 -0.7 1.1 -0.1 0.10
C 2.291525 0.731827 -0.685907 -0.9 -1.1 0.5 -0.74
C 0.314744 0.088974 -0.099331 1.8 -1.5 0.1 0.05
C 1.473892 -1.129559 -0.001917 -0.8 2.9 -0.7 -0.65
H -0.726767 0.010391 0.152275 -0.3 0.0 0.0 0.13



No. 3
16
Properties=species:S:1:pos:R:3:forces:R:3:lowdin_charge:R:1 method="wB97M-V/def2-TZVPD" e_above_lowest_kcal_mol=46.4 gap_ha=0.3795 homo_ev=-9.52
O -1.936977 0.622159 1.567131 0.0 0.0 0.7 -0.04
O 0.262015 -1.979534 -1.324272 -0.2 -0.1 -0.1 0.07
N -0.593643 0.595657 -0.321306 -0.6 -1.3 0.2 0.00
C 1.789392 0.708388 -0.719525 -0.2 0.0 0.2 -0.04
C -1.757817 0.000509 0.318968 0.4 0.1 -1.0 -0.28
C 0.747858 -1.495115 -0.340241 -0.1 0.1 -0.4 -0.24
C 0.662438 -0.022155 0.026540 0.9 -0.5 -0.2 -0.40
H 0.936540 -0.014745 1.072318 -0.3 0.3 0.8 0.13
H -2.623234 0.188756 -0.315436 -0.2 0.0 -0.1 0.12
H 2.782431 0.277408 -0.593159 -0.1 -0.3 0.1 0.08
H 1.518610 0.699984 -1.775452 0.2 0.3 0.0 0.09
H -2.793383 0.389691 1.940305 0.0 0.0 -0.1 0.09
H 1.344136 -2.128362 0.348213 0.1 0.1 0.0 0.13
H 1.850524 1.710653 -0.289386 -0.1 0.1 -0.4 0.08
H -1.598782 -1.075484 0.379852 -0.1 -0.1 0.2 0.11
H -0.590102 1.522192 0.025446 0.2 1.3 0.0 0.10



No. 4
69
Properties=species:S:1:pos:R:3:forces:R:3:lowdin_charge:R:1 method="wB97M-V/def2-TZVPD" total_charge=-1 e_above_lowest_kcal_mol=0.0 gap_ha=0.2532 homo_ev=-4.28
Se 0.245724 0.461550 5.033664 0.0 0.1 1.0 0.49
Sc 0.068347 -0.376586 0.070788 0.1 0.2 -0.3 0.15
Cl 0.448994 0.434995 -2.085863 0.2 0.2 -0.8 -0.06
P -0.454117 -3.089668 -0.344461 0.0 0.4 0.4 0.99
P 0.684758 4.579586 -0.221367 1.2 2.1 -0.5 1.06
N 0.218290 0.024682 2.132276 0.1 0.6 3.2 -0.10
C -2.193137 -3.382857 -0.895282 0.1 -0.1 -0.1 -0.55
C -1.245318 -3.944225 2.233742 0.0 0.2 0.2 -0.11
C 2.702848 2.521493 -0.265931 0.2 -0.3 -0.3 -0.15
C 3.049257 4.740488 -1.525095 0.2 -0.2 0.0 -0.17
C 1.903730 -3.270956 -1.849479 0.2 0.0 -0.2 -0.16
C -2.509033 -4.872704 -0.999197 -0.5 -0.1 -0.3 -0.13
C -1.397982 5.899884 -1.464009 -0.1 -0.2 -0.2 -0.15
C 1.216519 -4.042354 1.678265 0.0 0.1 0.3 -0.12
C 1.415336 3.687630 2.404413 -0.2 -0.1 0.2 -0.12
C 0.547936 -3.955845 -1.656915 -0.1 0.1 0.0 -0.53
C 2.053347 3.653237 -1.065942 -0.6 -0.3 0.2 -0.57
C -0.691740 4.534515 -1.434351 -0.4 -0.3 0.1 -0.58
C 0.286204 4.304204 1.561736 -0.5 -0.1 0.2 -0.56
C -1.062172 3.646390 1.870357 0.2 -0.3 0.5 -0.13
C -1.663227 3.365348 -1.284163 -0.3 0.0 -0.4 -0.14
C -0.214603 -4.187804 1.133688 0.1 -0.1 -0.3 -0.56
C 0.730195 -5.464047 -1.442984 0.2 -0.1 -0.2 -0.13
C -3.234676 -2.608307 -0.062321 -0.3 0.1 0.0 -0.15
C 0.229411 0.195335 3.316823 0.0 -0.5 -3.6 -0.98
H -2.170485 3.362545 -0.314037 0.2 0.0 -0.4 0.04
H -3.576680 -5.012311 -1.215713 0.1 -0.1 0.0 0.08
H 1.258849 -5.673823 -0.503377 -0.1 0.0 -0.3 0.06
H 2.417420 3.973630 2.067353 -0.2 0.0 0.0 0.06
H -0.172611 4.414773 -2.405905 -0.1 0.1 0.4 0.10
H -0.343229 -5.218597 0.774564 0.0 0.2 0.2 0.08
H 0.210509 5.363321 1.881172 0.0 -0.5 -0.1 0.08
H -0.987519 -4.588964 3.082965 -0.1 0.1 0.0 0.08
H -1.171336 3.624770 2.963979 -0.1 -0.1 -0.1 0.08
H -1.144914 2.407664 -1.424808 -0.3 0.3 0.1 -0.01
H -3.915651 -2.076237 -0.741559 0.1 -0.1 0.2 0.08
H 2.000881 -4.360097 0.973906 -0.4 0.1 0.2 0.06
H 1.606284 -1.196733 0.194548 1.1 -0.9 0.3 -0.12
H 1.427753 -3.000401 1.960921 -0.1 -0.3 -0.1 0.06
H -2.179052 -2.945344 -1.910646 0.0 -0.2 0.3 0.11
H 2.678391 5.293606 -2.399587 0.0 -0.1 0.2 0.06
H 3.470241 2.890077 0.427199 -0.2 -0.1 -0.1 0.07
H -1.221002 -2.905479 2.588298 0.0 -0.1 -0.1 0.08
H -1.114006 2.599037 1.516939 0.0 0.5 0.1 0.06
H -2.439436 3.448814 -2.056276 0.0 -0.1 0.0 0.07
H -1.650742 0.129825 0.119800 -1.2 -0.1 0.1 -0.13
H 3.187062 1.837873 -0.974324 0.0 0.0 0.2 0.07
H -0.216346 -6.014530 -1.436177 0.3 0.1 0.1 0.05
H -3.845640 -3.283102 0.552800 0.2 0.0 -0.2 0.07
H 1.299360 -4.658719 2.584211 0.1 0.1 -0.2 0.08
H 1.548016 3.203443 -1.939781 0.4 0.0 0.3 0.06
H -2.284500 -5.404857 -0.065458 -0.1 0.1 -0.2 0.07
H -2.148488 5.881989 -2.267199 0.0 0.1 0.2 0.07
H 1.340590 -5.865288 -2.264849 -0.1 0.1 0.2 0.08
H -1.945826 -5.337244 -1.812835 -0.2 0.0 0.1 0.05
H 1.796142 -2.209221 -2.104127 0.0 -0.3 0.2 0.02
H -0.054762 -3.792673 -2.567590 0.2 -0.1 0.2 0.11
H 2.439876 -3.772028 -2.666810 0.0 0.1 0.1 0.07
H 2.526275 -3.340557 -0.949919 -0.2 0.1 -0.2 0.06
H 1.965572 1.922619 0.294908 0.3 0.3 -0.2 0.03
H -1.902038 6.104985 -0.507423 0.1 0.0 -0.3 0.07
H -0.686411 6.710796 -1.674276 -0.2 -0.2 0.2 0.06
H 1.282781 4.066232 3.426120 0.1 -0.2 -0.1 0.08
H -2.273489 -4.174528 1.930212 0.3 0.0 0.0 0.06
H 1.338387 2.590252 2.463073 0.1 0.4 -0.2 0.05
H 4.009477 4.284712 -1.787577 0.0 0.0 -0.1 0.06
H 3.209774 5.478433 -0.724587 0.0 -0.3 -0.2 0.05
H -2.805571 -1.846407 0.601329 0.0 -0.2 -0.3 0.01
H -1.898820 4.233790 1.472144 0.2 -0.2 0.0 0.06



Per-record max |F|, eV/A: 9.4 3.1 1.5 3.6